(1)
Here is a single C3H4O2 molecule in a non-equilibrium geometry from the Open Molecules 2025 dataset. Energies are from ωB97M-V/def2-TZVPD.

Summary:
* LUMO level: 0.03 eV
* energy above the lowest of the compared OMol25 structures with the same formula, charge and spin: 4.613 eV
* electronic energy: -7266.0733 eV
* highest occupied orbital energy: -8.9 eV
* frontier orbital gap: 8.95 eV

XYZ file:
```
9
Properties=species:S:1:pos:R:3:forces:R:3:nbo_charge:R:1
C 1.6283 -0.1764 -0.3658 -0.2 0.5 1.9 0.174
C 0.8291 0.8472 0.0936 -0.2 1.7 1.1 0.317
C -1.2756 -0.0303 0.3235 -3.9 -0.3 1.0 -0.299
O 2.6066 -0.7843 -0.0262 0.6 -1.1 0.3 -0.551
O -0.4112 1.1223 0.2834 0.5 -1.6 -0.6 -0.412
H 1.4263 0.1286 -1.3618 -0.3 0.1 -3.0 0.161
H -1.0405 -0.7729 1.0765 0.6 0.4 0.5 0.204
H -1.3886 -0.6366 -0.5613 0.7 0.5 -1.0 0.201
H -2.3743 0.3024 0.5382 2.1 -0.1 -0.2 0.205
```
Positions in Å, forces in eV/Å.

=====

(2)
Here is 2 unconnected molecules or ions with the total composition C4H13N2O in a non-equilibrium geometry from the Open Molecules 2025 dataset. Energies are from ωB97M-V/def2-TZVPD.

Summary:
* total charge: +1
* LUMO level: -3.33 eV
* energy above the lowest of the compared OMol25 structures with the same formula, charge and spin: 2.733 eV
* electronic energy: -9378.8512 eV
* highest occupied orbital energy: -13.6 eV
* frontier orbital gap: 10.29 eV

XYZ file:
```
20
Properties=species:S:1:pos:R:3:forces:R:3:nbo_charge:R:1
C 1.2331 0.4015 -1.7774 -1.0 1.8 0.3 -0.240
C 1.6267 0.3767 -0.3087 -0.4 -2.8 0.1 -0.488
C 0.6612 -0.2447 0.6667 -2.6 2.8 1.7 0.133
C 0.7858 -0.3119 1.9922 1.1 -0.8 -0.6 -0.323
N -0.8010 -0.0432 0.3019 -0.1 -1.4 -0.3 -0.737
N 0.0173 1.2654 -2.1196 0.9 -1.1 0.5 -0.871
H 0.9194 -0.5682 -2.1472 0.8 -0.3 -0.2 0.200
H 2.0694 0.9167 -2.2444 0.4 -1.0 -0.6 0.217
H 2.3064 -0.4965 -0.1535 1.3 1.5 -0.7 0.270
H 1.9232 1.3724 0.0102 0.4 -0.3 0.3 0.246
H 1.7795 -0.4226 2.4272 -0.3 0.3 0.1 0.237
H -0.0897 -0.2720 2.6270 0.1 -0.5 0.1 0.220
H -0.8649 -0.2476 -0.6996 -0.5 1.2 -0.1 0.454
H -1.4697 -0.7041 0.7480 0.4 0.0 0.4 0.466
H -1.1588 0.8671 0.5917 0.2 0.3 -0.9 0.438
H -0.0403 1.0597 -3.1111 -0.6 0.5 -0.1 0.376
H 0.2695 2.2440 -2.0275 -0.1 0.0 -0.1 0.367
H -3.4782 -1.3018 2.2482 0.2 0.1 -0.1 0.509
H -2.9111 -2.4067 1.3697 0.0 -0.2 0.0 0.500
O -2.7776 -1.4842 1.6061 -0.2 -0.1 0.2 -0.973
```
Positions in Å, forces in eV/Å.

=====

(3)
Here is 3 unconnected molecules or ions with the total composition C14H17FO10S from the Open Molecules 2025 dataset. Energies are from ωB97M-V/def2-TZVPD.

Summary:
* structure (SMILES): C#C[C@@H]1OC(=O)C[C@@H]1S(=O)(=O)F.C[C@@H]1COC(=O)O1.C[C@@H]1COC(=O)O1
* LUMO level: 0.53 eV
* electronic energy: -48819.8758 eV
* highest occupied orbital energy: -10.5 eV
* frontier orbital gap: 11.08 eV

XYZ file:
```
43
Properties=species:S:1:pos:R:3:forces:R:3:nbo_charge:R:1
C -1.3673 -4.4935 -3.3256 0.1 0.1 0.1 -0.113
C -1.9383 -3.5871 -3.8550 -0.2 -0.4 -0.1 -0.112
C -2.6950 -2.4726 -4.4135 -0.1 0.2 0.3 0.023
O -1.8665 -1.2926 -4.3522 0.3 -0.3 -0.1 -0.492
C -1.7562 -1.0144 -3.0046 0.0 0.0 0.2 0.809
O -0.7804 -0.5406 -2.5246 -0.1 0.2 -0.1 -0.519
C -3.0740 -1.3924 -2.3327 -0.3 0.0 -0.2 -0.544
C -3.8570 -1.9999 -3.4971 0.5 -0.2 -0.4 -0.519
S -5.0356 -3.2244 -3.0168 -0.1 0.4 0.7 2.431
O -6.1799 -2.5744 -2.4821 -0.1 0.1 -0.2 -0.900
O -4.4437 -4.3098 -2.3288 0.1 -0.1 -0.2 -0.884
F -5.4063 -3.7209 -4.4526 -0.1 -0.2 -0.3 -0.484
H -0.8663 -5.2661 -2.7933 0.0 0.0 -0.1 0.244
H -3.0005 -2.6784 -5.4344 0.0 0.3 -0.1 0.241
H -3.5327 -0.4792 -1.9633 0.0 -0.1 0.2 0.261
H -2.9492 -2.1042 -1.5191 0.3 0.1 0.1 0.290
H -4.3781 -1.2382 -4.0741 -0.3 -0.1 0.1 0.264
C 0.3835 1.1059 2.7172 -0.1 -0.2 0.3 -0.637
C -0.0902 0.5009 1.4273 0.0 0.1 0.0 0.066
C -1.5630 0.6575 1.1116 0.1 0.0 0.0 -0.090
O -1.8103 -0.4901 0.2904 -0.2 0.1 0.1 -0.505
C -0.9191 -1.4484 0.6318 0.1 0.0 0.0 0.982
O -0.9800 -2.5776 0.2611 0.0 0.0 0.0 -0.589
O 0.0261 -0.9419 1.4482 0.0 0.0 -0.1 -0.495
H 1.3930 0.7673 2.9431 0.0 0.1 -0.1 0.232
H 0.3972 2.1905 2.6364 0.0 0.0 0.0 0.248
H -0.2613 0.8141 3.5490 0.0 0.0 -0.1 0.207
H 0.5127 0.8582 0.5885 0.0 0.0 0.0 0.193
H -1.8028 1.5658 0.5658 0.0 -0.1 -0.1 0.208
H -2.1853 0.5836 2.0068 0.0 0.0 0.0 0.181
C 5.4497 1.6560 3.3596 -0.1 0.0 0.1 -0.628
C 4.8411 2.6418 2.3989 0.1 -0.1 0.1 0.066
C 4.9994 4.1055 2.7509 0.0 0.0 0.0 -0.094
O 3.8495 4.6888 2.1248 0.0 0.0 0.1 -0.487
C 2.8907 3.7384 2.0551 0.0 0.0 0.0 0.975
O 1.7604 3.9389 1.7462 0.0 0.0 0.0 -0.583
O 3.4020 2.5280 2.3843 0.0 0.1 -0.1 -0.501
H 5.1105 0.6462 3.1333 0.0 0.0 -0.1 0.236
H 6.5364 1.6813 3.2810 0.0 0.0 0.0 0.225
H 5.1642 1.8861 4.3867 0.0 0.0 0.0 0.217
H 5.1894 2.4547 1.3793 0.0 0.0 0.0 0.186
H 5.9047 4.5645 2.3641 -0.1 0.0 -0.1 0.208
H 4.9284 4.2725 3.8283 0.0 0.0 0.0 0.184
```
Positions in Å, forces in eV/Å.